{"formula": "H28Mg2O18S", "method": "ωB97M-V with the def2-TZVPD basis set", "symbols": ["Mg", "Mg", "S", "O", "O", "O", "O", "O", "H", "H", "O", "H", "H", "O", "H", "H", "O", "H", "H", "O", "H", "H", "O", "H", "H", "O", "H", "H", "O", "H", "H", "O", "H", "H", "O", "H", "H", "O", "H", "H", "O", "H", "H", "O", "H", "H", "O", "H", "H"], "xyz": [[-7.99, 7.64, 9.10], [-6.65, 2.95, 5.86], [-7.55, 6.20, 6.06], [-6.42, 6.96, 5.51], [-7.74, 6.68, 7.48], [-8.83, 6.39, 5.36], [-7.15, 4.76, 5.96], [-6.31, 9.79, 6.35], [-5.98, 10.37, 5.66], [-6.43, 8.91, 5.94], [-6.12, 2.84, 7.83], [-6.66, 2.79, 8.63], [-5.21, 2.70, 8.14], [-8.56, 2.41, 6.23], [-9.36, 3.00, 6.25], [-8.83, 1.60, 6.68], [-3.52, 7.03, 5.37], [-3.40, 6.63, 6.23], [-4.49, 7.07, 5.25], [-8.99, 8.06, 3.04], [-9.13, 7.70, 3.93], [-8.75, 7.31, 2.49], [-10.99, 7.95, 5.89], [-11.65, 7.41, 6.34], [-10.16, 7.41, 5.82], [-4.75, 3.29, 5.47], [-4.06, 3.49, 6.12], [-4.26, 3.07, 4.66], [-10.56, 4.26, 6.04], [-11.19, 4.77, 6.56], [-9.90, 4.93, 5.73], [-8.03, 9.57, 8.30], [-7.45, 9.91, 7.56], [-8.87, 10.05, 8.22], [-9.97, 7.57, 8.88], [-10.61, 8.12, 9.36], [-10.50, 7.02, 8.29], [-6.15, 6.32, 2.75], [-6.15, 6.60, 3.69], [-6.90, 5.72, 2.67], [-7.98, 5.91, 10.11], [-8.31, 5.15, 9.62], [-7.62, 5.57, 10.94], [-6.96, 2.83, 3.72], [-6.52, 2.35, 3.01], [-7.62, 3.39, 3.29], [-6.01, 7.95, 9.26], [-5.61, 8.49, 8.56], [-5.32, 7.34, 9.55]], "mulliken_charge": [0.98, 0.98, 0.79, -0.29, -0.29, -0.88, 0.04, -0.71, 0.29, 0.33, -0.47, 0.24, 0.27, -0.46, 0.34, 0.31, -0.62, 0.24, 0.45, -0.62, 0.29, 0.30, -0.64, 0.28, 0.46, -0.46, 0.25, 0.26, -0.70, 0.30, 0.33, -0.50, 0.29, 0.27, -0.41, 0.28, 0.19, -0.59, 0.39, 0.21, -0.47, 0.27, 0.30, -0.50, 0.28, 0.26, -0.45, 0.30, 0.29], "charge": 2, "fmax_ev_per_a": 2.01, "homo_energy_ev": -14.5}